--- one ---
{"formula": "C18H18N2O3S", "method": "ωB97M-V/def2-TZVPD", "charge": 0, "smiles": "O=c1ccc2cc(S(=O)(=O)NCCCc3ccccc3)ccc2[nH]1", "e_lumo_ev": -0.1244, "symbols": ["O", "C", "N", "C", "C", "C", "C", "C", "C", "C", "C", "H", "H", "H", "S", "O", "O", "N", "H", "C", "C", "C", "C", "C", "C", "C", "C", "C", "H", "H", "H", "H", "H", "H", "H", "H", "H", "H", "H", "H", "H", "H"], "positions_angstrom": [[7.734, 1.804, 0.443], [6.648, 1.377, 0.111], [6.015, 0.413, 0.883], [4.800, -0.148, 0.626], [4.259, -1.122, 1.473], [3.029, -1.671, 1.189], [2.331, -1.255, 0.062], [2.841, -0.304, -0.786], [4.089, 0.268, -0.521], [4.692, 1.260, -1.360], [5.896, 1.785, -1.066], [6.365, 2.532, -1.688], [4.149, 1.574, -2.239], [2.277, -0.019, -1.659], [0.718, -1.941, -0.277], [0.611, -3.213, 0.381], [0.461, -1.857, -1.684], [-0.249, -0.817, 0.520], [-0.474, -1.173, 1.437], [-1.425, -0.364, -0.198], [-2.502, -1.442, -0.306], [-3.720, -0.962, -1.104], [-4.428, 0.163, -0.403], [-5.258, -0.100, 0.680], [-5.892, 0.929, 1.352], [-5.705, 2.240, 0.949], [-4.883, 2.514, -0.130], [-4.248, 1.482, -0.800], [-3.609, 1.701, -1.643], [-4.735, 3.534, -0.453], [-6.202, 3.045, 1.471], [-6.537, 0.708, 2.191], [-5.412, -1.123, 0.995], [-4.407, -1.803, -1.228], [-3.392, -0.641, -2.094], [-2.061, -2.313, -0.795], [-2.817, -1.737, 0.699], [-1.812, 0.526, 0.307], [-1.079, -0.088, -1.195], [2.592, -2.435, 1.812], [4.816, -1.438, 2.343], [6.525, 0.111, 1.705]], "nbo_charge": [-0.5981, 0.6181, -0.5647, 0.1994, -0.2385, -0.1631, -0.3544, -0.1433, -0.0720, -0.1303, -0.2939, 0.2359, 0.2199, 0.2382, 2.3062, -0.9404, -0.9411, -0.8544, 0.3958, -0.2346, -0.4057, -0.4411, 0.0808, -0.2519, -0.2010, -0.2265, -0.1919, -0.2585, 0.2091, 0.2114, 0.2133, 0.2128, 0.2088, 0.2196, 0.2102, 0.2209, 0.1962, 0.2119, 0.2172, 0.2442, 0.2185, 0.4168]}

---

--- two ---
{"formula": "C18H18N2O3S", "method": "ωB97M-V/def2-TZVPD", "charge": 0, "smiles": "CC(=O)Oc1ccc(/C=N/NC(=O)CCSc2ccccc2)cc1", "e_lumo_ev": -0.6473, "symbols": ["C", "C", "O", "O", "C", "C", "C", "C", "C", "C", "H", "H", "C", "N", "N", "C", "O", "C", "C", "H", "H", "S", "C", "C", "C", "C", "C", "C", "H", "H", "H", "H", "H", "H", "H", "H", "H", "H", "H", "H", "H", "H"], "positions_angstrom": [[4.689, 0.441, 3.962], [3.538, 0.463, 2.841], [3.752, 0.766, 1.606], [2.442, 0.056, 3.464], [1.198, 0.090, 2.848], [0.500, -1.205, 3.113], [-0.706, -1.452, 2.512], [-1.057, -0.224, 1.402], [-0.201, 0.842, 1.165], [0.884, 0.904, 1.820], [1.752, 1.723, 1.503], [-0.431, 1.582, 0.424], [-2.486, -0.390, 0.833], [-2.586, 0.152, -0.391], [-3.815, 0.175, -0.902], [-4.083, 0.501, -2.046], [-5.358, 0.465, -2.494], [-2.966, 1.244, -2.736], [-2.411, 0.461, -4.037], [-3.152, -0.027, -4.572], [-1.590, 0.977, -4.436], [-1.606, -1.329, -3.215], [-0.206, -0.798, -2.418], [0.471, 0.287, -2.476], [1.672, 0.919, -1.902], [2.012, -0.278, -0.993], [1.250, -1.482, -0.648], [0.295, -1.685, -1.625], [-0.286, -2.756, -1.295], [1.710, -2.321, -0.107], [3.031, -0.053, -0.455], [2.085, 1.746, -1.852], [0.035, 1.206, -3.204], [-3.398, 2.259, -3.167], [-2.208, 1.560, -1.998], [-4.426, -0.596, -0.683], [-3.060, -1.084, 1.083], [-1.307, -2.405, 2.558], [0.881, -1.900, 3.719], [5.875, 0.485, 3.508], [4.550, -0.500, 4.653], [4.720, 1.181, 4.640]], "nbo_charge": [-0.7012, 0.8090, -0.6094, -0.4860, 0.2784, -0.2363, -0.1839, 0.0004, -0.2410, -0.2274, 0.2612, 0.2459, 0.0642, -0.2177, -0.4079, 0.6521, -0.6706, -0.5362, -0.3322, 0.2259, 0.2178, 0.1589, -0.3585, -0.1322, -0.1881, -0.1802, -0.2742, -0.1134, 0.1956, 0.2360, 0.2260, 0.1913, 0.1628, 0.2424, 0.2563, 0.3845, 0.1557, 0.2303, 0.2119, 0.2322, 0.2339, 0.2238]}

---

Stability summary: most stable one, least stable two.

---

--- one ---
{"formula": "C5H8ClNO", "method": "ωB97M-V/def2-TZVPD", "charge": 0, "smiles": "C[C@H]1ON=CC[C@H]1Cl", "e_lumo_ev": 0.8413, "symbols": ["C", "C", "C", "C", "C", "H", "H", "H", "H", "H", "H", "H", "H", "N", "O", "Cl"], "positions_angstrom": [[-0.531, -1.273, 1.085], [-0.325, -0.931, -0.329], [-1.495, 1.264, 0.284], [0.118, 1.442, 0.286], [0.639, 0.341, -0.537], [-1.684, -0.757, 1.369], [-0.654, -2.580, 1.209], [0.468, -0.885, 1.861], [-0.032, -1.670, -1.041], [-1.914, 2.016, 0.840], [0.641, 1.385, 1.259], [0.390, 2.366, 0.009], [0.713, 0.379, -1.613], [-2.185, 0.294, -0.230], [-1.682, -0.749, -0.755], [2.376, -0.081, -0.057]], "nbo_charge": [-0.6898, -0.0050, 0.0069, -0.5103, -0.1589, 0.2700, 0.2396, 0.2306, 0.2151, 0.1951, 0.2453, 0.2320, 0.2303, -0.0990, -0.3065, -0.0955]}

---

--- two ---
{"formula": "C5H8ClNO", "method": "ωB97M-V/def2-TZVPD", "charge": 0, "smiles": "Cl[C@@H]([C@H]1CO1)N1CC1", "e_lumo_ev": 1.0410, "symbols": ["C", "C", "C", "C", "C", "N", "O", "Cl", "H", "H", "H", "H", "H", "H", "H", "H"], "positions_angstrom": [[1.455, 0.670, 0.332], [0.862, 2.022, 0.068], [-0.183, -1.959, -0.683], [-1.212, -1.202, -0.185], [-0.912, 0.314, 0.235], [0.218, 0.844, -0.414], [-0.474, -2.087, 0.650], [-2.403, 1.382, -0.110], [2.251, 0.201, -0.267], [1.266, 0.411, 1.398], [0.446, 2.382, 0.967], [1.098, 2.754, -0.630], [-0.255, -2.892, -1.177], [0.815, -1.680, -1.152], [-2.269, -1.480, -0.376], [-0.705, 0.320, 1.344]], "nbo_charge": [-0.2527, -0.2358, -0.1125, 0.0312, 0.0201, -0.4449, -0.4770, -0.1038, 0.2206, 0.1970, 0.1820, 0.2132, 0.1799, 0.1841, 0.2094, 0.1894]}

---

Stability summary: most stable two, least stable one.

---

--- one ---
{"formula": "C5H20O5", "method": "ωB97M-V/def2-TZVPD", "charge": 0, "smiles": "CO.CO.CO.CO.CO", "e_lumo_ev": 0.3547, "symbols": ["C", "O", "H", "H", "H", "H", "C", "O", "H", "H", "H", "H", "C", "O", "H", "H", "H", "H", "C", "O", "H", "H", "H", "H", "C", "O", "H", "H", "H", "H"], "positions_angstrom": [[3.182, -2.831, 2.460], [3.077, -1.547, 1.941], [2.264, -3.370, 2.224], [3.952, -3.373, 1.912], [3.304, -2.961, 3.535], [3.907, -1.153, 1.662], [-3.684, -3.283, 1.151], [-4.518, -3.396, 2.332], [-2.702, -3.713, 1.349], [-4.126, -3.669, 0.232], [-3.627, -2.209, 0.971], [-4.129, -2.984, 3.107], [4.516, -0.112, -5.230], [4.819, -1.358, -4.544], [5.369, 0.339, -5.738], [3.590, -0.121, -5.806], [4.271, 0.644, -4.484], [5.411, -1.126, -3.825], [-0.686, 1.447, -1.348], [-0.091, 0.418, -2.063], [-0.095, 2.361, -1.394], [-1.592, 1.646, -1.921], [-0.834, 1.190, -0.299], [0.688, 0.105, -1.597], [-3.776, 4.817, 2.215], [-3.747, 4.302, 3.451], [-4.058, 4.066, 1.478], [-4.382, 5.721, 2.152], [-2.773, 5.173, 1.982], [-3.531, 4.979, 4.096]], "nbo_charge": [-0.2423, -0.7279, 0.1743, 0.1620, 0.1622, 0.4719, -0.2492, -0.7426, 0.1678, 0.1890, 0.1662, 0.4689, -0.2615, -0.7203, 0.1675, 0.1933, 0.1586, 0.4622, -0.2412, -0.7178, 0.1511, 0.1817, 0.1627, 0.4633, -0.2278, -0.7119, 0.1802, 0.1501, 0.1437, 0.4656]}

---

--- two ---
{"formula": "C5H20O5", "method": "ωB97M-V/def2-TZVPD", "charge": 0, "smiles": "CO.CO.CO.CO.CO", "e_lumo_ev": 0.5547, "symbols": ["C", "O", "H", "H", "H", "H", "C", "O", "H", "H", "H", "H", "C", "O", "H", "H", "H", "H", "C", "O", "H", "H", "H", "H", "C", "O", "H", "H", "H", "H"], "positions_angstrom": [[0.102, -0.521, -0.270], [0.888, -1.696, 0.164], [-0.432, -0.777, -1.185], [-0.494, -0.283, 0.612], [0.703, 0.387, -0.309], [0.940, -2.304, -0.577], [-0.917, 1.274, 1.647], [-0.079, 1.790, 2.698], [-1.960, 1.330, 1.960], [-0.794, 2.082, 0.926], [-0.781, 0.250, 1.301], [-0.502, 1.537, 3.522], [-2.163, 0.621, -1.694], [-2.666, 1.905, -1.269], [-1.667, 0.362, -0.758], [-2.947, -0.119, -1.858], [-1.530, 0.656, -2.580], [-3.353, 1.781, -0.610], [1.418, -3.764, -0.543], [2.703, -3.123, -0.777], [1.414, -4.803, -0.873], [0.993, -3.570, 0.442], [0.689, -3.236, -1.158], [3.046, -3.466, -1.605], [1.076, 1.993, 0.255], [1.980, 3.032, 0.489], [1.200, 1.254, -0.537], [0.877, 1.508, 1.211], [0.202, 2.578, -0.028], [2.055, 3.320, 1.401]], "nbo_charge": [-0.2267, -0.7448, 0.1601, 0.1371, 0.1612, 0.4421, -0.2747, -0.7428, 0.1558, 0.2182, 0.1485, 0.4775, -0.2603, -0.7373, 0.1802, 0.1646, 0.1900, 0.4647, -0.2642, -0.7077, 0.1827, 0.2401, 0.1301, 0.4649, -0.2243, -0.7402, 0.1694, 0.2011, 0.1546, 0.4802]}

---

--- three ---
{"formula": "C5H20O5", "method": "ωB97M-V/def2-TZVPD", "charge": 0, "smiles": "CO.CO.CO.CO.CO", "e_lumo_ev": 0.5375, "symbols": ["C", "O", "H", "H", "H", "H", "C", "O", "H", "H", "H", "H", "C", "O", "H", "H", "H", "H", "C", "O", "H", "H", "H", "H", "C", "O", "H", "H", "H", "H"], "positions_angstrom": [[-1.345, 0.216, 0.882], [-0.446, -0.204, -0.103], [-1.280, -0.456, 1.737], [-0.989, 1.197, 1.197], [-2.333, 0.332, 0.436], [0.429, -0.402, 0.238], [2.466, -2.068, 0.434], [1.749, -1.020, 1.106], [2.411, -1.899, -0.642], [3.514, -2.155, 0.720], [1.864, -2.969, 0.554], [2.241, -0.199, 1.043], [2.552, 1.495, -0.713], [3.014, 1.276, 0.620], [1.559, 1.891, -0.924], [3.187, 2.195, -1.257], [2.697, 0.576, -1.282], [3.054, 2.137, 1.042], [0.794, -0.616, -3.216], [0.948, -0.137, -4.544], [0.329, -1.593, -3.347], [1.795, -0.745, -2.804], [0.150, -0.049, -2.544], [0.223, -0.488, -5.066], [-4.459, 0.841, 2.628], [-5.855, 0.478, 2.722], [-4.170, 1.272, 3.587], [-3.990, -0.123, 2.432], [-4.199, 1.567, 1.857], [-5.908, -0.349, 3.206]], "nbo_charge": [-0.2410, -0.7784, 0.1657, 0.1491, 0.1785, 0.4904, -0.2558, -0.7620, 0.1590, 0.1793, 0.1918, 0.4992, -0.2772, -0.7356, 0.1917, 0.1732, 0.1886, 0.4856, -0.2525, -0.7298, 0.1620, 0.1616, 0.1925, 0.4641, -0.2506, -0.7327, 0.1650, 0.1704, 0.1847, 0.4633]}

---

Stability summary: most stable three, least stable two.